71
Properties=species:S:1:pos:R:3:forces:R:3 method="wB97M-V/def2-TZVPD" relative_energy_ev=1.739 smiles=COC[C@H](C)N.COC[C@H](C)N.COC[C@H](C)N.COC[C@H](C)N.O
C 1.7503 2.9451 1.9833 0.337 0.216 -1.395
O 1.8057 1.6415 1.3816 0.236 0.163 0.072
C 2.7338 1.5175 0.3099 0.568 2.966 -0.828
C 3.0576 0.1033 0.0095 -1.782 -1.581 0.306
C 3.9775 -0.5254 1.0431 0.743 0.299 -0.320
N 3.5967 0.0487 -1.3375 1.691 -0.780 0.443
H 2.7348 3.1523 2.4081 -0.079 0.225 0.187
H 0.9532 2.9845 2.7172 0.082 -0.346 0.036
H 1.5182 3.7322 1.2115 0.247 -0.648 0.516
H 2.3381 2.0300 -0.6306 -0.018 -0.664 0.956
H 3.7333 2.1096 0.4280 -1.466 -0.900 0.517
H 2.0799 -0.4842 0.0931 0.833 0.617 -0.125
H 4.1465 -1.5763 0.7963 0.129 0.037 0.110
H 3.5995 -0.4586 2.0535 -0.551 -0.049 0.133
H 4.9357 0.0148 1.0973 -0.061 -0.252 -0.351
H 2.9176 0.0665 -2.0685 -0.528 -0.018 -0.237
H 4.1951 -0.7820 -1.4481 -0.518 0.621 -0.080
C -3.8037 2.1890 -3.3390 -2.570 0.380 1.177
O -2.7011 1.7486 -2.6912 1.743 -0.010 1.607
C -1.8053 1.0420 -3.4809 0.106 -0.782 0.002
C -0.5382 0.6626 -2.7196 -0.190 1.211 1.927
C 0.3882 -0.0285 -3.6893 -0.585 -0.021 -0.827
N -0.8977 -0.2338 -1.5836 -1.078 -0.228 -2.394
H -4.4047 2.7134 -2.5241 0.301 -0.664 -1.333
H -4.3360 1.3323 -3.7547 -0.551 -0.056 0.012
H -3.6576 2.8720 -4.1502 0.598 0.700 -0.571
H -2.2670 0.1000 -3.8360 0.008 0.078 0.182
H -1.6282 1.6315 -4.3660 0.674 0.302 -0.542
H -0.0891 1.5733 -2.1963 -0.303 -0.579 -1.333
H -0.2537 -0.5297 -4.4417 0.573 0.102 0.185
H 0.9462 -0.7843 -3.2062 0.534 -1.017 0.703
H 1.1297 0.5829 -4.1944 -0.247 0.486 -0.118
H -1.6691 0.1232 -1.0548 -0.417 0.215 0.300
H -0.1421 -0.3484 -0.9781 1.420 -0.186 1.199
C -1.2658 2.6569 4.6146 -0.148 -0.176 -0.124
O -1.1709 2.4190 3.2250 -0.201 0.269 0.039
C -2.2550 1.7391 2.5874 0.495 0.608 0.343
C -2.2122 2.1677 1.1372 0.503 1.957 0.533
C -2.2922 3.7776 1.0630 -1.082 -1.897 1.166
N -3.2067 1.4438 0.4215 -2.301 0.493 -0.744
H -0.6743 1.8985 5.1120 0.102 -0.154 0.509
H -2.2998 2.5954 4.9688 0.029 0.012 -0.029
H -0.8720 3.6520 4.8805 -0.064 -0.302 -0.336
H -2.1467 0.6641 2.7100 -0.077 -0.176 -0.138
H -3.2128 2.0629 3.0070 -0.096 0.005 0.214
H -1.2530 1.8830 0.7277 0.475 -0.099 -0.068
H -1.7676 4.1436 0.2394 1.043 0.630 -1.307
H -2.0020 4.2766 1.9768 0.735 -0.158 0.194
H -3.3088 4.1200 0.9648 -0.791 -0.242 -0.366
H -3.1705 1.6586 -0.5833 0.150 -0.145 0.447
H -4.1524 1.8016 0.7200 1.168 -0.663 -0.350
C 0.4198 -4.7047 -2.4682 -0.751 -0.178 -0.206
O 0.2994 -4.8711 -1.0846 0.208 1.300 0.935
C 0.7683 -3.6303 -0.5288 -0.815 -0.758 0.847
C 1.0221 -3.6708 0.9484 -2.053 -1.871 1.194
C 1.8219 -4.9239 1.3516 0.151 0.005 -2.843
N -0.2596 -3.6415 1.7326 -0.183 2.394 -0.587
H 1.4522 -4.4279 -2.6913 0.128 -0.309 -0.477
H -0.2238 -3.8619 -2.8128 0.184 -0.601 -0.046
H 0.1127 -5.6720 -2.8800 0.198 0.422 -0.452
H 1.6860 -3.4243 -0.9931 1.592 0.554 -0.860
H 0.0902 -2.8052 -0.7171 -0.403 0.131 -0.378
H 1.5638 -2.7927 1.2156 0.483 0.821 0.096
H 2.6954 -4.9190 0.6205 -0.537 -0.122 1.269
H 1.2337 -5.8033 0.9832 0.445 0.517 0.912
H 2.1381 -4.9523 2.3824 -0.030 -0.115 0.173
H -1.0640 -3.1369 1.2972 1.451 -0.050 0.111
H -0.6839 -4.4867 1.9611 0.029 -2.180 0.338
O -0.2937 -0.8817 1.7638 -0.256 -0.350 -0.232
H 0.0592 -0.0042 1.9075 0.474 0.263 0.279
H 0.0808 -1.5156 2.3976 -0.134 0.332 -0.171

---

51
Properties=species:S:1:pos:R:3:forces:R:3 method="wB97M-V/def2-TZVPD" relative_energy_ev=0.776 charge=+1
Li 0.4341 0.6795 -0.6406 -0.417 0.153 -0.849
C 2.4100 0.9819 -4.7675 2.117 -5.604 1.835
S 2.6093 1.1653 -2.9471 -1.488 -0.779 -0.743
O 1.2007 1.3729 -2.3952 1.306 -0.253 -0.259
C 2.9310 -0.5626 -2.5491 2.602 -1.075 -1.837
H 1.8477 1.7028 -5.0691 -2.569 5.486 -1.921
H 1.8234 0.1353 -5.2274 0.556 -0.027 1.422
H 3.4069 0.8497 -5.1431 0.450 0.654 -0.494
H 2.0219 -1.0767 -2.5994 -1.424 -0.712 -0.373
H 3.2498 -0.6335 -1.5703 0.353 0.417 2.459
H 3.7880 -1.2050 -3.0284 -1.629 1.727 -0.071
C -1.2336 2.7189 2.2317 -2.516 -0.909 5.070
S 0.2016 3.1426 1.4661 2.524 -0.142 -1.706
O 0.1759 2.2730 0.1781 -0.188 2.218 1.890
C -0.2379 4.9346 1.0871 -1.696 -3.484 1.370
H -1.4232 3.1516 3.3421 0.841 -0.205 -2.633
H -1.3045 1.6403 2.5374 0.427 0.764 -1.014
H -2.0527 3.0110 1.6296 -1.064 0.042 -0.621
H -0.1780 5.5225 1.9915 -0.756 -0.042 0.214
H -1.1141 4.7552 0.4809 -0.806 0.850 0.393
H 0.4745 5.2330 0.4612 3.173 1.299 -2.581
C -2.8427 -2.0472 -1.7551 1.379 -3.103 0.374
S -2.1371 -0.6614 -2.5251 4.046 1.441 2.102
O -1.2573 -0.0578 -1.3549 -2.154 -0.630 -1.684
C -0.7408 -1.3584 -3.5196 0.475 2.709 -0.921
H -3.4792 -2.6957 -2.2905 -0.658 -0.319 -1.873
H -3.4364 -1.9668 -0.9077 -1.114 1.916 1.651
H -2.1194 -2.7755 -1.3402 0.529 0.677 -0.515
H 0.0275 -1.9654 -3.1161 -0.237 -1.345 1.235
H -0.0479 -0.5042 -3.8466 -1.584 -0.204 0.897
H -1.0755 -1.6610 -4.4670 -0.761 -1.133 -1.151
C 2.6389 0.2797 2.2761 -4.231 0.008 6.780
S 1.5719 -1.0227 1.6760 0.566 -1.249 3.949
O 1.0805 -0.7065 0.3384 0.313 0.356 -2.043
C 2.9148 -2.2185 1.6015 0.264 1.716 -2.538
H 3.2408 0.0486 3.2560 -1.430 -0.147 -1.829
H 1.9762 1.1646 2.5564 0.917 -1.039 -0.599
H 3.2703 0.4980 1.6003 4.629 1.909 -5.095
H 3.6363 -1.9227 0.8004 -0.403 -0.272 0.725
H 2.4967 -3.1348 1.3923 -1.155 -2.090 -1.137
H 3.3681 -2.4242 2.5101 0.972 0.514 2.017
C -3.5034 -2.0004 3.8040 2.051 -0.078 -1.787
S -2.1374 -0.8391 3.4010 0.744 -2.640 -1.235
O -0.9594 -1.7796 3.3898 0.219 0.686 1.055
C -2.4819 -0.8761 1.6359 -3.954 1.997 -0.562
H -3.2748 -2.8632 3.1721 -0.075 0.256 -0.395
H -4.4024 -1.5565 3.5141 -1.747 0.455 0.288
H -3.3194 -2.4290 4.7361 -0.343 0.169 2.101
H -3.4381 0.1104 1.6248 2.394 -3.248 -0.505
H -2.9254 -2.0061 1.3873 1.386 3.363 0.283
H -1.6745 -0.4209 0.9817 -0.834 -1.049 0.860

---

39
Properties=species:S:1:pos:R:3:forces:R:3 method="wB97M-V/def2-TZVPD" relative_energy_ev=3.113 multiplicity=3 charge=+2
Ag 1.5393 1.7427 1.5221 0.007 -0.456 -0.788
Pt 3.0914 0.6601 -1.4340 -0.613 -0.698 0.880
F 1.1530 0.3364 -0.3920 0.643 0.759 0.366
C -1.2820 0.0207 1.6334 1.150 -3.228 -2.035
O -0.6993 0.8042 2.2798 1.414 2.204 1.575
N -2.6298 -0.1288 1.6924 -3.800 1.756 0.295
C -3.4005 0.6529 2.6750 0.081 0.008 -0.006
C -3.3601 -0.7413 0.6065 0.276 -0.056 -0.007
H -0.8563 -0.7521 0.9749 0.501 0.449 -0.161
H -2.8287 1.4292 3.1836 0.423 -0.293 -0.291
H -3.7386 -0.0375 3.4478 -0.260 -0.233 0.082
H -4.2552 1.1264 2.1919 -0.077 -0.325 -0.081
H -2.6965 -1.0508 -0.2009 -0.063 -0.221 0.247
H -4.0053 -1.5315 0.9905 0.192 -0.553 0.205
H -4.1216 -0.0623 0.2229 0.133 0.555 -0.016
C 4.4507 -1.2993 0.7537 1.653 0.845 3.528
O 3.8331 -1.0605 -0.2426 -2.134 0.466 -3.047
N 3.9037 -1.6110 1.9500 -0.310 -0.231 -1.185
C 4.7203 -1.9023 3.0936 0.142 -0.908 0.600
C 2.4653 -1.7970 2.0514 -0.287 0.628 -0.222
H 5.5242 -1.0599 0.8031 0.064 -0.548 0.105
H 5.7528 -1.6130 2.8980 -0.151 0.148 0.292
H 4.6955 -2.9679 3.3214 0.200 -0.229 -0.267
H 4.2872 -1.4766 3.9988 0.276 0.625 -0.143
H 2.0193 -1.2399 1.2275 -0.128 -0.156 -0.196
H 2.1032 -2.8244 2.0126 0.395 -0.157 -0.056
H 2.0902 -1.3562 2.9750 0.228 -0.025 0.255
C -0.9712 2.4660 -2.6617 -0.364 1.798 1.587
O -1.3594 3.6207 -2.5766 0.613 0.170 0.332
N -1.4591 1.6105 -3.4991 -1.155 -3.724 -1.531
C -1.0019 0.1933 -3.5517 0.140 1.273 -0.417
C -2.3782 2.0100 -4.5792 0.693 0.034 -0.151
H -0.2666 1.9947 -1.9590 0.423 0.123 0.139
H -1.8265 -0.4679 -3.2853 0.094 -0.133 -0.281
H -0.1346 -0.0099 -2.9235 -0.173 0.321 0.398
H -0.6295 0.0458 -4.5654 -0.367 -0.515 -0.102
H -2.9653 1.2067 -5.0242 0.226 -0.468 0.589
H -3.0888 2.7691 -4.2520 0.538 0.231 -0.112
H -1.6742 2.3007 -5.3589 -0.623 0.764 -0.384

---

71
Properties=species:S:1:pos:R:3:forces:R:3 method="wB97M-V/def2-TZVPD" relative_energy_ev=0.708 charge=-2
Na 0.2118 -0.4546 -0.3137 0.315 0.343 0.094
O 1.5750 -4.5666 -1.4085 -0.045 -0.052 0.042
C 1.1799 -3.3738 -1.4040 0.078 0.091 -0.108
N 1.2605 -2.4681 -0.4584 0.223 -0.428 0.254
C 1.7890 -2.9757 0.7807 -0.036 0.025 0.016
C 1.2617 -2.2371 1.9920 0.044 -0.058 -0.001
C 1.9523 -2.3220 3.2041 0.014 -0.001 -0.015
C 1.4394 -1.7068 4.3254 -0.001 0.007 0.021
C 0.2342 -1.0249 4.2226 0.008 0.013 0.011
C -0.3755 -0.9795 2.9834 -0.028 0.027 -0.013
N 0.1224 -1.5563 1.8904 0.031 -0.099 0.079
C 0.4469 -2.8828 -2.6402 0.039 -0.100 -0.050
C -0.2454 -3.8126 -3.4177 0.036 0.043 -0.025
C -0.9757 -3.3652 -4.4999 -0.017 0.010 -0.044
C -0.9719 -2.0079 -4.7988 -0.011 -0.025 -0.008
C -0.2318 -1.1659 -3.9864 -0.003 -0.030 0.020
N 0.4595 -1.5832 -2.9287 -0.167 0.000 -0.013
H 2.8875 -2.9363 0.8250 0.005 -0.003 -0.034
H 1.5445 -4.0419 0.9081 -0.019 0.008 0.007
H 2.8950 -2.8544 3.2394 0.007 -0.002 0.001
H 1.9762 -1.7416 5.2662 0.000 0.000 0.004
H -0.2038 -0.5104 5.0676 -0.010 -0.005 0.006
H -1.3039 -0.4359 2.8434 -0.003 -0.014 0.015
H -0.1935 -4.8546 -3.1373 0.011 -0.007 0.026
H -1.5499 -4.0610 -5.1022 0.003 0.008 -0.006
H -1.5397 -1.6063 -5.6283 0.001 0.003 -0.004
H -0.2072 -0.0988 -4.1766 0.004 0.035 -0.022
O 2.4880 1.7110 2.8103 0.043 0.058 0.033
C 1.5911 1.6092 1.9543 0.003 0.033 -0.043
O 1.6382 1.1110 0.8113 0.039 -0.082 0.029
C 0.2247 2.2036 2.3608 -0.010 -0.012 0.032
C 0.1534 3.0274 3.5211 -0.010 -0.030 -0.034
C -1.0383 3.5696 3.8824 -0.008 0.009 0.016
C -2.1924 3.2885 3.1079 -0.028 0.039 0.037
C -3.4782 3.8016 3.3999 0.039 0.000 0.008
C -4.5485 3.4794 2.6133 -0.038 -0.013 -0.040
C -4.3848 2.6245 1.4992 0.010 -0.023 0.018
C -3.1533 2.1150 1.1974 0.007 -0.009 0.009
C -2.0278 2.4426 1.9917 0.021 -0.052 -0.084
N -0.8208 1.9215 1.6309 -0.006 0.058 0.004
H 1.0685 3.1815 4.0742 0.017 0.003 -0.003
H -1.1268 4.2098 4.7550 -0.007 0.002 0.002
H -3.5986 4.4534 4.2593 0.000 0.000 0.004
H -5.5301 3.8764 2.8440 0.000 -0.004 -0.001
H -5.2347 2.3628 0.8824 -0.021 0.007 -0.025
H -2.9938 1.4501 0.3569 0.010 0.032 -0.017
Cl -1.6546 2.5661 -4.4136 0.043 0.007 0.008
C -1.2956 2.8269 -2.6822 -0.150 -0.005 0.115
Cl 0.1689 2.0220 -2.1521 0.121 0.072 -0.110
H -2.1317 2.4328 -2.1144 -0.009 -0.070 -0.029
H -1.1779 3.8954 -2.5433 -0.024 -0.024 0.016
C 3.8967 -0.9147 -3.0318 -0.029 0.004 0.005
As 3.0418 0.1261 -1.5888 0.143 0.062 -0.038
C 3.9257 1.8405 -2.0258 0.030 -0.005 -0.006
C 4.3219 -0.3818 -0.1913 -0.040 -0.035 -0.019
H 4.9845 -0.8158 -3.0011 0.011 -0.005 -0.021
H 3.5247 -0.5709 -3.9984 -0.003 0.002 -0.005
H 3.6185 -1.9629 -2.9148 0.007 -0.007 0.013
H 5.0051 1.7145 -2.1411 0.014 0.022 -0.012
H 3.7243 2.5420 -1.2154 0.000 -0.005 0.010
H 3.5041 2.2437 -2.9486 0.009 0.004 0.004
H 5.3440 -0.1801 -0.5218 0.011 0.012 0.019
H 4.2153 -1.4465 0.0146 -0.009 -0.010 -0.011
H 4.0827 0.1801 0.7105 -0.007 0.018 0.005
O -1.8375 -0.2889 -1.0925 -0.611 0.092 -0.155
N -2.4937 -1.2136 -0.5563 -0.037 0.022 0.146
C -3.8271 -1.1113 -0.5950 -0.017 0.007 -0.162
C -4.6069 -2.1281 0.0240 0.022 0.008 -0.053
N -5.2757 -2.9317 0.5117 -0.016 0.006 0.017
C -4.4915 -0.0528 -1.2857 -0.013 -0.032 0.026
N -5.0393 0.7944 -1.8463 0.016 0.055 0.039

---

| no. | DFT total energy (eV) |
| --- | --- |
| 1 | -33532.86062 |
| 2 | -75463.36942 |
| 3 | -30227.86326 |
| 4 | -139434.54117 |